ORCA calculation (ωB97M-V/def2-TZVPD) on a cluster of 12 separate species, C45H90F9N13O13S2 in total in a non-equilibrium geometry.

Geometry as ORCA input:
```
! RIJCOSX wB97M-V def2-TZVPD def2/J DEFGRID3
* xyz 6 1
C -1.010 -0.508 -0.654
O -0.144 -0.825 0.342
O -2.258 -0.932 -0.109
C -0.766 0.912 -1.370
F -1.203 0.983 -2.627
F -1.312 1.956 -0.722
F 0.511 1.300 -1.463
C 1.078 -1.541 0.163
C 1.656 -1.690 1.556
H 1.004 -2.276 2.204
H 2.582 -2.262 1.508
H 1.962 -0.722 1.952
H 1.820 -0.950 -0.375
H 1.024 -2.493 -0.365
H -0.777 -1.287 -1.380
C 4.750 -6.564 3.232
C 6.195 -6.807 3.716
O 6.544 -6.509 4.843
N 7.173 -7.338 2.687
H 8.111 -7.360 3.059
H 6.811 -8.259 2.485
C 7.241 -6.410 1.457
H 4.118 -7.441 3.369
H 4.737 -6.346 2.164
H 4.344 -5.772 3.861
H 8.166 -6.595 0.910
H 7.177 -5.370 1.779
H 6.401 -6.539 0.773
C 6.064 0.066 -5.967
C 5.210 -1.156 -5.857
O 4.082 -1.261 -6.348
N 5.769 -2.355 -5.032
H 5.459 -3.192 -5.504
H 6.772 -2.321 -4.911
C 5.167 -2.325 -3.633
H 7.027 -0.228 -6.385
H 6.261 0.411 -4.952
H 5.625 0.785 -6.659
H 5.989 -2.550 -2.954
H 4.434 -3.125 -3.528
H 4.919 -1.307 -3.333
C 0.057 -5.430 -4.901
C -0.355 -6.862 -5.041
O -1.430 -7.346 -4.594
N 0.514 -7.741 -5.928
H 0.412 -7.545 -6.913
H 1.476 -7.473 -5.775
C 0.248 -9.252 -5.898
H 0.469 -5.104 -5.856
H 0.784 -5.375 -4.091
H -0.861 -4.901 -4.646
H 0.366 -9.675 -4.901
H 0.841 -9.714 -6.687
H -0.791 -9.256 -6.230
C -2.590 -4.119 2.989
C -2.397 -3.064 4.069
O -1.965 -3.269 5.208
N -2.904 -1.682 3.701
H -2.761 -1.564 2.708
H -3.880 -1.761 3.947
C -2.293 -0.458 4.455
H -2.328 -3.695 2.019
H -3.674 -4.227 3.029
H -2.141 -5.088 3.207
H -2.506 -0.631 5.510
H -2.742 0.422 3.996
H -1.227 -0.566 4.252
C 6.986 0.104 4.273
C 6.980 -1.249 5.019
O 6.181 -2.156 4.823
N 7.851 -1.387 6.259
H 7.683 -0.561 6.815
H 7.392 -2.075 6.838
C 9.267 -1.842 5.918
H 7.957 0.126 3.779
H 7.020 0.902 5.015
H 6.138 0.212 3.597
H 9.808 -1.937 6.860
H 9.816 -1.149 5.281
H 9.132 -2.870 5.580
C 3.088 5.200 1.763
C 2.498 4.912 0.346
N 1.798 6.093 -0.195
C 2.137 7.002 -1.129
C 1.134 7.920 -1.251
N 0.098 7.429 -0.502
C 0.527 6.284 0.161
C -1.265 7.984 -0.474
H 3.548 4.355 2.274
H 2.301 5.652 2.366
H 3.912 5.911 1.825
H 1.793 4.082 0.316
H 3.279 4.688 -0.381
H 3.161 6.935 -1.467
H 1.035 8.825 -1.831
H -0.060 5.600 0.755
H -1.849 7.071 -0.583
H -1.442 8.571 -1.375
H -1.408 8.583 0.426
C -10.430 4.289 4.032
C -10.438 4.428 2.504
N -9.165 4.163 1.874
C -8.308 3.125 2.283
C -7.199 3.087 1.454
N -7.376 4.062 0.535
C -8.461 4.803 0.887
C -6.449 4.459 -0.542
H -11.431 4.419 4.443
H -9.748 5.004 4.492
H -10.114 3.306 4.378
H -10.732 5.403 2.116
H -11.142 3.733 2.046
H -8.595 2.406 3.035
H -6.422 2.345 1.340
H -8.886 5.633 0.342
H -5.526 4.854 -0.119
H -6.928 5.252 -1.116
H -6.131 3.625 -1.167
C 2.002 3.062 -5.901
C 1.920 4.569 -5.393
N 3.262 5.068 -5.207
C 4.220 4.445 -4.432
C 5.393 5.107 -4.644
N 5.114 6.215 -5.429
C 3.839 6.129 -5.823
C 6.087 7.231 -5.860
H 2.355 2.327 -5.179
H 2.606 2.975 -6.805
H 0.987 2.724 -6.111
H 1.454 4.570 -4.408
H 1.442 5.358 -5.974
H 3.905 3.566 -3.889
H 6.381 5.052 -4.212
H 3.405 6.677 -6.646
H 5.676 7.722 -6.742
H 7.083 6.789 -5.897
H 5.912 8.041 -5.153
C -5.181 -4.849 -1.956
C -6.404 -4.301 -1.259
N -7.258 -3.650 -2.250
C -7.034 -2.568 -3.115
C -8.007 -2.494 -4.107
N -8.854 -3.584 -3.803
C -8.451 -4.207 -2.682
C -10.046 -4.002 -4.486
H -4.805 -5.670 -1.347
H -4.452 -4.038 -1.933
H -5.395 -5.173 -2.975
H -6.116 -3.615 -0.462
H -6.983 -5.114 -0.823
H -6.172 -2.003 -2.795
H -8.069 -1.750 -4.887
H -8.652 -5.200 -2.308
H -9.959 -5.021 -4.864
H -10.232 -3.437 -5.399
H -10.937 -3.755 -3.908
C 1.631 -1.082 8.248
F 2.879 -1.418 8.660
F 1.540 0.229 7.861
F 1.285 -1.844 7.264
S 0.395 -1.408 9.706
O -0.894 -0.941 9.192
O 0.453 -2.834 9.956
O 0.914 -0.602 10.790
C -3.889 4.686 5.560
F -5.129 4.154 5.335
F -3.938 5.538 6.537
F -2.970 3.756 5.850
S -3.228 5.494 3.901
O -4.152 6.604 3.607
O -1.810 5.924 4.267
O -3.176 4.512 2.850
*
```

Values from the calculation:
Molar mass: 1256.409 g/mol
Orbital gap: 1.62 eV